[1]
C17H25BN6O2Se4W | ωB97M-V/def2-TZVPD

Structure (ORCA input):
```
! wB97M-V def2-TZVPD RIJCOSX def2/J DEFGRID3
* xyz 0 3
W 1.559 0.496 -0.521
C 3.643 -1.825 1.420
C 2.202 -1.698 1.761
C 1.550 -2.044 2.939
C 0.249 -1.593 2.803
C -0.872 -1.719 3.776
N 0.133 -1.018 1.599
N 1.336 -1.081 0.944
B -1.161 -0.475 0.936
N -1.233 -1.040 -0.487
N -0.100 -1.463 -1.108
C -0.483 -2.261 -2.100
C 0.447 -3.014 -2.990
C -1.884 -2.341 -2.127
C -2.324 -1.554 -1.087
C -3.717 -1.263 -0.644
N -1.175 1.067 0.854
N -0.291 1.737 0.056
C -0.579 3.043 0.171
C 0.239 4.135 -0.428
C -1.672 3.198 1.020
C -2.020 1.927 1.435
C -3.142 1.521 2.330
H 4.088 -2.663 1.956
H 4.167 -0.918 1.731
H 3.796 -1.971 0.354
H 1.974 -2.552 3.789
H -0.509 -2.222 4.670
H -1.696 -2.295 3.355
H -1.256 -0.738 4.057
H -2.098 -0.834 1.579
H 1.278 -3.424 -2.418
H 0.882 -2.379 -3.763
H -0.101 -3.825 -3.468
H -2.480 -2.919 -2.814
H -4.419 -1.738 -1.326
H -3.910 -0.189 -0.636
H -3.899 -1.648 0.361
H 0.363 4.031 -1.501
H 1.228 4.144 0.034
H -0.239 5.094 -0.229
H -2.147 4.124 1.297
H -3.683 2.409 2.648
H -2.776 0.997 3.213
H -3.834 0.857 1.810
Se 2.147 1.621 1.575
Se 6.129 2.082 -0.464
Se 4.066 1.309 -0.547
Se 2.794 -0.872 -2.048
C 1.462 1.804 -4.052
C 1.164 1.544 -2.620
O 0.294 0.736 -2.220
O 1.830 2.129 -1.699
H 0.645 1.458 -4.679
H 2.366 1.247 -4.302
H 1.666 2.864 -4.198
*
```

For the frontier orbital gap (alpha / beta), the calculation gives 5.57 / 5.60 eV. Its HOMO energy (alpha / beta) is -7.2 / -7.3 eV. Its LUMO energy (alpha / beta) is -1.6 / -1.7 eV. Its expectation value of S² is 2.338.


[2]
C40H45As3N11OS2SeTl | ωB97M-V/def2-TZVPD

Structure (ORCA input):
```
! wB97M-V def2-TZVPD RIJCOSX def2/J DEFGRID3
* xyz -2 1
Tl -1.663 -1.913 0.886
C -1.140 -2.108 -5.046
N -1.863 -2.041 -3.813
C -1.430 -2.236 -2.560
N -2.407 -2.002 -1.714
C -3.443 -1.663 -2.503
N -3.151 -1.670 -3.781
C -0.824 -0.749 -5.634
C -0.103 -0.698 -6.824
C 0.192 0.524 -7.409
C -0.189 1.703 -6.806
C -0.888 1.666 -5.595
C -1.225 0.428 -5.035
C -1.222 2.885 -4.919
N -1.019 4.107 -5.348
N -1.435 4.944 -4.398
C -1.881 4.221 -3.399
O -1.777 2.888 -3.672
C -2.414 4.695 -2.157
C -2.590 6.067 -1.942
C -3.124 6.506 -0.751
C -3.469 5.605 0.246
C -3.268 4.239 0.060
C -3.581 3.298 1.203
N -3.825 1.949 0.791
C -2.937 1.002 0.463
N -3.566 -0.123 0.195
C -4.862 0.189 0.376
N -5.060 1.437 0.728
C -2.752 3.792 -1.140
H -1.745 -2.676 -5.761
H -0.217 -2.665 -4.862
H -0.449 -2.568 -2.282
H -4.407 -1.399 -2.123
H 0.216 -1.618 -7.290
H 0.735 0.547 -8.341
H 0.041 2.661 -7.242
H -1.811 0.413 -4.130
H -2.304 6.753 -2.723
H -3.276 7.563 -0.586
H -3.891 5.958 1.175
H -4.476 3.637 1.733
H -2.735 3.289 1.903
H -1.874 1.145 0.429
H -5.661 -0.510 0.241
H -2.602 2.737 -1.315
C 0.570 0.612 -2.216
As 0.928 0.173 -0.325
C 1.031 2.081 0.224
C 2.858 -0.159 -0.694
C 3.730 -0.656 0.465
C 5.196 -0.361 0.108
C 3.587 -2.167 0.689
As 1.813 -3.041 0.337
C 1.148 -3.053 2.172
C 2.557 -4.878 0.436
C 3.357 0.133 1.722
As 4.610 0.149 3.265
C 3.830 -1.247 4.414
C 3.704 1.679 4.120
H 1.264 1.371 -2.582
H -0.443 0.994 -2.330
H 0.672 -0.277 -2.836
H 1.888 2.587 -0.225
H 1.083 2.163 1.308
H 0.125 2.592 -0.103
H 3.268 0.781 -1.081
H 2.895 -0.893 -1.509
H 5.451 -0.786 -0.863
H 5.856 -0.797 0.860
H 5.375 0.715 0.078
H 3.910 -2.385 1.713
H 4.289 -2.681 0.019
H 1.894 -3.434 2.872
H 0.272 -3.700 2.218
H 0.862 -2.048 2.478
H 3.195 -4.999 1.315
H 3.147 -5.129 -0.449
H 1.728 -5.581 0.503
H 2.363 -0.176 2.071
H 3.293 1.189 1.436
H 4.361 -2.193 4.309
H 2.786 -1.410 4.163
H 3.887 -0.953 5.462
H 3.895 2.601 3.567
H 4.052 1.822 5.143
H 2.628 1.516 4.139
S -0.829 0.403 2.853
C -0.886 -0.723 4.153
C 0.186 -0.740 5.044
C 0.252 -1.629 6.111
C 1.366 -1.615 6.958
N 2.301 -1.551 7.629
C -0.815 -2.540 6.308
C -1.910 -2.497 5.451
C -1.980 -1.612 4.375
S -3.399 -1.626 3.401
C -0.734 -3.466 7.357
N -0.653 -4.231 8.215
H 0.996 -0.039 4.892
H -2.738 -3.179 5.601
Se -1.213 -5.903 -2.654
C -0.871 -5.016 -1.184
N -0.612 -4.401 -0.234
*
```

For the frontier orbital gap, the calculation gives 4.25 eV. Its HOMO energy is -1.4 eV. Its LUMO energy is 2.8 eV.


[3]
C36H45IrN2O7SSi | ωB97M-V/def2-TZVPD

Structure (ORCA input):
```
! wB97M-V def2-TZVPD RIJCOSX def2/J DEFGRID3
* xyz 0 1
Ir 0.612 0.395 -0.057
C -0.253 0.207 5.026
Si -0.477 0.211 3.147
C -1.338 -1.433 2.803
C -1.669 1.618 2.765
N 0.967 0.304 2.183
C 2.238 0.703 2.553
C 2.564 1.272 3.794
C 3.864 1.629 4.123
C 4.893 1.450 3.216
C 4.601 0.908 1.970
C 3.308 0.539 1.663
O 2.958 -0.042 0.455
C 3.890 -0.076 -0.573
C 4.043 1.022 -1.395
C 4.925 0.961 -2.461
C 5.646 -0.202 -2.700
C 5.482 -1.301 -1.867
C 4.597 -1.242 -0.800
H -1.145 -0.228 5.486
H -0.135 1.211 5.443
H 0.606 -0.388 5.350
H -2.386 -1.360 3.112
H -0.884 -2.264 3.351
H -1.325 -1.663 1.742
H -2.511 1.603 3.464
H -2.073 1.530 1.754
H -1.180 2.592 2.848
H 1.766 1.456 4.498
H 4.074 2.053 5.097
H 5.908 1.731 3.460
H 5.384 0.771 1.236
H 3.451 1.902 -1.190
H 5.050 1.820 -3.108
H 6.331 -0.254 -3.537
H 6.042 -2.208 -2.051
H 4.444 -2.091 -0.144
C 1.974 4.149 -1.175
C 0.651 3.487 -0.785
C -0.368 4.560 -0.393
C 0.820 2.493 0.364
H 1.812 4.987 -1.856
H 2.637 3.444 -1.676
H 2.488 4.528 -0.287
H 0.253 2.966 -1.661
H -0.062 5.063 0.529
H -1.353 4.116 -0.238
H -0.452 5.314 -1.179
H -0.018 2.573 1.051
H 1.747 2.636 0.923
C 1.240 -4.308 0.157
C 1.345 -2.843 0.505
N 1.566 -2.549 1.790
O 1.246 -1.982 -0.376
H 1.742 -4.941 0.888
H 1.656 -4.482 -0.833
H 0.179 -4.566 0.133
H 1.508 -3.262 2.495
H 1.419 -1.570 2.070
C 0.360 0.044 -4.890
S -0.393 0.351 -3.267
O 0.828 0.360 -2.363
C -1.099 -1.300 -3.154
C -0.252 -2.367 -2.899
C -0.772 -3.650 -2.873
C -2.131 -3.855 -3.086
C -2.974 -2.776 -3.311
C -2.457 -1.490 -3.350
H 1.030 -0.811 -4.833
H 0.914 0.940 -5.172
H -0.447 -0.141 -5.599
H 0.795 -2.178 -2.699
H -0.119 -4.495 -2.695
H -2.537 -4.859 -3.065
H -4.034 -2.936 -3.461
H -3.106 -0.637 -3.522
O -1.750 1.399 -1.125
C -2.208 0.420 -0.515
O -1.469 -0.463 0.049
C -3.689 0.249 -0.390
C -4.534 1.216 -0.912
C -5.921 1.099 -0.800
C -6.400 -0.007 -0.144
O -7.702 -0.353 0.091
C -7.659 -1.546 0.867
O -6.302 -1.953 0.990
C -5.555 -0.967 0.394
C -4.195 -0.870 0.290
H -4.093 2.078 -1.393
H -6.599 1.836 -1.209
H -8.236 -2.329 0.372
H -8.077 -1.357 1.860
H -3.516 -1.598 0.712
*
```

For the frontier orbital gap (alpha / beta), the calculation gives 7.13 / 7.18 eV. Its HOMO energy (alpha / beta) is -7.0 / -7.0 eV. Its LUMO energy (alpha / beta) is 0.1 / 0.1 eV.


[4]
C3H7NOS | ωB97M-V/def2-TZVPD

Structure (ORCA input):
```
! wB97M-V def2-TZVPD RIJCOSX def2/J DEFGRID3
* xyz 0 1
C -2.320 -0.308 1.308
C -0.264 -0.232 0.088
C 2.124 -0.250 -1.183
H -1.947 -1.299 1.803
H -2.689 0.277 2.138
H -3.088 -0.565 0.602
H -0.907 1.292 1.083
H 2.277 0.073 -2.199
H 1.563 -1.204 -1.170
H 3.073 -0.276 -0.738
N -1.257 0.453 0.766
O -0.325 -1.429 -0.247
S 0.992 0.919 -0.387
*
```

Its structure (SMILES) is CNC(=O)SC. For the frontier orbital gap, the calculation gives 9.96 eV. Its HOMO energy is -9.2 eV. Its LUMO energy is 0.7 eV.


[5]
C2H7N3 | ωB97M-V/def2-TZVPD

Structure (ORCA input):
```
! wB97M-V def2-TZVPD RIJCOSX def2/J DEFGRID3
* xyz 0 1
C -0.995 0.435 0.657
C 1.318 0.270 0.335
H -0.936 -0.680 0.849
H -0.891 1.011 1.593
H -1.885 0.815 0.350
H -0.912 0.203 -1.825
H -1.165 -1.025 -0.929
H 1.140 0.616 1.478
H 2.074 -0.980 -0.924
N 0.150 0.425 -0.204
N -0.258 -0.607 -1.334
N 2.360 -0.484 -0.046
*
```

Its structure (SMILES) is [H]/N=C\N(C)N. For the frontier orbital gap, the calculation gives 9.47 eV. Its HOMO energy is -9.0 eV. Its LUMO energy is 0.5 eV.


[6]
CH5IN2 | ωB97M-V/def2-TZVPD

Structure (ORCA input):
```
! wB97M-V def2-TZVPD RIJCOSX def2/J DEFGRID3
* xyz 0 1
C -0.275 -1.057 -1.267
N 0.117 0.457 0.367
N -0.695 -0.228 -0.203
I -0.021 2.445 3.408
H 0.700 -0.962 -1.572
H -0.404 -2.121 -0.949
H -0.987 -0.718 -2.110
H 0.330 1.771 2.107
H 1.236 0.413 0.220
*
```

Its structure (SMILES) is [H]/N=N\C.I. For the frontier orbital gap, the calculation gives 9.99 eV. Its HOMO energy is -9.2 eV. Its LUMO energy is 0.7 eV.


[7]
C41H40N2OP2PdS2 | ωB97M-V/def2-TZVPD

Structure (ORCA input):
```
! wB97M-V def2-TZVPD RIJCOSX def2/J DEFGRID3
* xyz 2 3
Pd 0.040 0.245 -0.837
O -3.384 0.839 -1.641
S -2.397 0.245 -0.726
C -2.771 -1.469 -0.514
C -4.110 -1.778 -0.302
C -4.478 -3.106 -0.169
C -3.522 -4.104 -0.280
C -2.200 -3.786 -0.572
C -1.803 -2.461 -0.715
P -0.187 -2.019 -1.441
C 1.013 -3.299 -1.039
C 1.007 -3.949 0.197
C 2.012 -4.856 0.510
C 3.030 -5.110 -0.401
C 3.044 -4.458 -1.627
C 2.039 -3.554 -1.948
C -0.482 -2.107 -3.230
C -0.966 -3.271 -3.833
C -1.177 -3.315 -5.200
C -0.904 -2.197 -5.983
C -0.420 -1.038 -5.398
C -0.207 -0.999 -4.025
C -2.485 1.064 0.853
C -3.474 0.732 1.769
C -3.548 1.432 2.965
C -2.648 2.454 3.223
C -1.669 2.788 2.289
C -1.567 2.101 1.090
P -0.300 2.496 -0.181
C -1.130 3.602 -1.327
C -1.708 4.790 -0.874
C -2.390 5.603 -1.762
C -2.499 5.233 -3.101
C -1.927 4.057 -3.556
C -1.241 3.240 -2.666
C 1.013 3.387 0.666
C 1.576 2.826 1.816
C 2.643 3.451 2.441
C 3.168 4.625 1.907
C 2.627 5.170 0.755
C 1.547 4.554 0.130
H -4.854 -0.993 -0.266
H -5.515 -3.361 0.011
H -3.812 -5.142 -0.181
H -1.483 -4.582 -0.722
H 0.220 -3.750 0.915
H 1.993 -5.374 1.461
H 3.806 -5.826 -0.160
H 3.832 -4.662 -2.340
H 2.058 -3.055 -2.910
H -1.184 -4.149 -3.235
H -1.553 -4.219 -5.661
H -1.066 -2.235 -7.053
H -0.204 -0.170 -6.006
H 0.191 -0.093 -3.586
H -4.175 -0.066 1.573
H -4.309 1.177 3.691
H -2.707 3.004 4.154
H -0.978 3.594 2.506
H -1.629 5.080 0.168
H -2.839 6.525 -1.415
H -3.037 5.871 -3.791
H -2.016 3.773 -4.597
H -0.798 2.316 -3.022
H 1.169 1.909 2.229
H 3.064 3.032 3.347
H 4.001 5.115 2.396
H 3.039 6.081 0.339
H 1.125 4.990 -0.767
C 3.084 -0.409 0.299
N 2.835 -0.275 1.732
C 3.941 0.348 2.479
C 1.688 -0.625 2.311
S 0.144 -0.737 1.516
N 1.693 -0.883 3.627
C 0.472 -0.856 4.445
C 2.803 -1.626 4.253
H 3.719 -1.274 0.100
H 3.577 0.492 -0.062
H 2.152 -0.549 -0.229
H 4.254 1.226 1.917
H 4.793 -0.323 2.581
H 3.603 0.662 3.462
H -0.184 -0.051 4.128
H 0.781 -0.682 5.474
H -0.062 -1.806 4.390
H 3.540 -1.909 3.509
H 2.388 -2.535 4.689
H 3.277 -1.042 5.040
*
```

For the frontier orbital gap (alpha / beta), the calculation gives 7.54 / 6.06 eV. Its HOMO energy (alpha / beta) is -12.8 / -13.7 eV. Its LUMO energy (alpha / beta) is -5.2 / -7.6 eV. Its expectation value of S² is 2.012.


[8]
C36H47BBrF4N3OPS2Zr | ωB97M-V/def2-TZVPD

Structure (ORCA input):
```
! wB97M-V def2-TZVPD RIJCOSX def2/J DEFGRID3
* xyz 1 1
Zr 1.169 1.659 1.114
C -2.287 0.235 5.182
S -1.761 1.957 5.086
C -0.361 1.877 4.055
S 0.089 0.413 3.217
N 0.289 2.993 3.946
N 1.374 2.816 3.114
C 2.420 3.493 3.406
C 3.657 3.098 2.741
C 4.871 3.703 3.022
C 6.029 3.122 2.526
C 5.925 1.952 1.794
C 4.664 1.430 1.529
N 3.541 1.995 1.969
H -3.072 0.220 5.933
H -1.469 -0.400 5.509
H -2.683 -0.114 4.234
H 2.407 4.215 4.218
H 4.901 4.593 3.634
H 6.994 3.563 2.729
H 6.800 1.443 1.422
H 4.550 0.531 0.940
Br 3.094 2.591 -1.072
C 3.483 0.830 -1.684
C 4.168 0.708 -2.855
C 4.498 -0.580 -3.324
C 4.156 -1.673 -2.587
C 3.458 -1.544 -1.361
C 3.169 -2.690 -0.582
C 2.542 -2.558 0.619
C 2.120 -1.282 1.061
C 2.322 -0.122 0.342
C 3.062 -0.264 -0.882
H 4.461 1.583 -3.414
H 5.033 -0.683 -4.256
H 4.425 -2.666 -2.921
H 3.480 -3.659 -0.946
H 2.344 -3.426 1.232
H 1.603 -1.253 2.017
O -0.484 0.473 0.255
P -1.228 -0.560 -0.607
C -3.000 -0.119 -0.802
C -3.173 1.426 -0.898
C -3.859 2.018 0.345
C -3.458 1.269 1.611
C -3.992 -0.161 1.578
C -4.062 -0.690 0.146
C -0.782 -2.229 0.014
C -1.101 -2.576 1.478
C -2.397 -3.355 1.703
C -2.540 -4.539 0.754
C -2.390 -4.094 -0.697
C -1.031 -3.437 -0.904
C -0.519 -0.543 -2.308
C -1.382 -1.212 -3.417
C -1.939 -0.189 -4.402
C -0.805 0.532 -5.138
C 0.387 0.802 -4.205
C -0.077 0.860 -2.755
H -3.212 -0.549 -1.785
H -3.772 1.645 -1.785
H -2.213 1.914 -1.041
H -4.944 1.968 0.225
H -3.605 3.076 0.424
H -3.806 1.791 2.502
H -2.372 1.236 1.671
H -4.995 -0.204 2.008
H -3.358 -0.803 2.196
H -5.021 -0.395 -0.292
H -4.057 -1.777 0.122
H 0.300 -2.040 -0.027
H -1.087 -1.676 2.097
H -0.273 -3.202 1.825
H -3.256 -2.699 1.580
H -2.421 -3.696 2.740
H -3.502 -5.031 0.911
H -1.765 -5.279 0.973
H -3.192 -3.397 -0.961
H -2.485 -4.947 -1.369
H -0.873 -3.189 -1.948
H -0.262 -4.175 -0.652
H 0.401 -1.135 -2.192
H -2.196 -1.808 -3.002
H -0.754 -1.919 -3.965
H -2.562 0.531 -3.865
H -2.593 -0.687 -5.119
H -1.181 1.470 -5.548
H -0.480 -0.074 -5.986
H 0.882 1.733 -4.482
H 1.137 0.011 -4.302
H -0.893 1.577 -2.672
H 0.723 1.210 -2.105
F 0.214 2.761 -0.670
B -0.049 3.847 0.243
F 1.270 4.097 0.750
F -0.683 3.161 1.315
F -0.694 4.876 -0.274
*
```

For the frontier orbital gap, the calculation gives 7.18 eV. Its HOMO energy is -10.9 eV. Its LUMO energy is -3.7 eV.


[9]
H3N3O2P | ωB97M-V/def2-TZVPD

Structure (ORCA input):
```
! wB97M-V def2-TZVPD RIJCOSX def2/J DEFGRID3
* xyz -1 1
N 0.282 -1.487 -1.638
N -0.033 -0.318 -1.315
N 0.500 1.314 0.806
O -1.901 0.443 0.288
O -0.111 -1.104 1.307
P -0.458 -0.020 0.391
H 0.616 -1.604 -2.618
H -0.095 1.933 1.300
H 1.200 0.843 1.480
*
```

Its structure (SMILES) is [H]/N=N/[P@@](N)(=O)[O-]. For the frontier orbital gap, the calculation gives 8.96 eV. Its HOMO energy is -4.3 eV. Its LUMO energy is 4.7 eV.


Calculated energy above the lowest of the compared OMol25 structures with the same formula, charge and spin in order - 102.4, 18.2, 38.1, 13.5, 92.5, 28.3, 5.7, 37.4, 22.1 kcal/mol
Calculated DFT total energy in order - -10839.53973, -12306.50674, -2826.99621, -646.69039, -244.52793, -448.20771, -3377.56496, -5822.82366, -658.00328 hartree